1.
Molecular formula: C28H29O4S
Method: DFT, wB97M-V/def2-TZVPD

Last column: natural (NBO) charge in e.
Atoms and positions in Å:
C 4.90547 -5.40059 0.47511  -0.258
O 3.46373 -5.39263 0.61080  -0.493
C 2.81319 -4.24051 0.93561  0.346
C 1.39477 -4.29747 0.98487  -0.277
C 0.65555 -3.16620 1.27480  -0.158
C 1.27705 -1.91397 1.45868  -0.228
C 0.44247 -0.71276 1.81531  0.561
C 0.96199 0.59554 1.54464  -0.846
S 0.25300 1.90166 2.38389  0.912
C 1.01942 1.79653 4.05234  -0.760
C 1.12856 3.38487 1.79550  -0.753
O -0.68107 -0.85214 2.34783  -0.680
C 2.67926 -1.87330 1.46292  -0.100
C 3.45248 -3.01198 1.22788  -0.339
H 5.12888 -6.41332 0.13492  0.212
H 5.24346 -4.66968 -0.27307  0.184
H 5.39393 -5.21832 1.44251  0.186
H 0.91813 -5.26329 0.80212  0.226
H -0.42922 -3.25440 1.36027  0.229
H 1.91826 0.77795 1.06130  0.224
H 0.70183 2.68288 4.61555  0.232
H 0.63437 0.88326 4.51752  0.264
H 2.11261 1.76364 3.96771  0.234
H 0.74286 4.21893 2.39583  0.248
H 2.21046 3.27547 1.93306  0.240
H 0.87430 3.54264 0.74201  0.238
H 3.17707 -0.92434 1.67105  0.205
H 4.54490 -2.96900 1.28273  0.226
C -3.23668 -4.67510 -1.04599  -0.068
C -1.83164 -4.10410 -1.26333  -0.465
C -2.03528 -2.62810 -1.15731  -0.111
C -3.41986 -2.39919 -0.94952  0.484
O -4.16621 -3.53567 -0.87570  -0.460
C -3.92331 -1.10333 -0.74245  -0.309
C -3.02625 -0.06566 -0.66305  -0.096
C -1.62629 -0.24340 -0.92704  -0.183
C -0.70901 0.84930 -0.99306  0.103
C -1.00177 2.14170 -1.50798  -0.194
C 0.00656 3.15562 -1.46646  -0.136
C -0.31212 4.46367 -1.77313  -0.034
C -1.62936 4.79995 -2.17159  0.394
O -1.85171 6.13894 -2.28198  -0.441
C -0.58212 6.81768 -1.92647  -0.067
C 0.46033 5.73469 -1.63862  -0.478
C -2.60075 3.80408 -2.37705  -0.283
C -2.26184 2.50054 -2.10364  -0.088
C -1.15022 -1.57029 -1.13504  -0.090
H -3.59354 -5.26598 -1.89797  0.206
H -3.30299 -5.28172 -0.13469  0.205
H -1.12846 -4.47396 -0.50715  0.241
H -1.44314 -4.40329 -2.24369  0.238
H -4.99574 -0.97003 -0.62752  0.246
H -3.38260 0.93330 -0.41084  0.229
H 0.34123 0.62811 -0.78968  0.246
H 1.03061 2.89983 -1.19551  0.224
H -0.31096 7.45563 -2.77535  0.211
H -0.77559 7.44523 -1.04727  0.205
H 0.88582 5.85608 -0.63570  0.229
H 1.28529 5.79370 -2.35752  0.241
H -3.58572 4.09324 -2.73294  0.252
H -2.97136 1.70988 -2.33661  0.238
H -0.09304 -1.75084 -1.33185  0.237

total charge = +1
multiplicity = 1
HOMO level = -10.125 eV



2.
Molecular formula: C28H30BCl2F4NO3STi
Method: DFT, wB97M-V/def2-TZVPD

Last column: Mulliken spin population.
Atoms and positions in Å:
Ti -16.31366 -0.55427 3.74728  1.124
C -16.10353 -1.49078 0.87143  0.009
O -16.33138 -1.83558 2.24153  -0.020
C -16.22099 -3.36532 2.63778  0.022
C -16.82856 -4.25059 1.51287  0.001
O -18.26731 -4.02660 1.55679  -0.001
C -18.99315 -4.50411 0.38405  0.000
H -15.07083 -1.78141 0.59992  0.003
H -16.30547 -0.44178 0.72728  0.002
H -16.82987 -2.02851 0.24230  0.001
H -16.87734 -3.32001 3.50618  -0.008
H -15.18650 -3.52963 2.78599  -0.003
H -16.55512 -5.28560 1.67424  0.000
H -16.44931 -3.93677 0.50052  0.000
H -18.47440 -4.15576 -0.54774  0.000
H -19.92891 -3.96673 0.38984  0.000
H -19.10866 -5.58381 0.34881  0.000
Cl -20.75622 1.36477 10.85630  0.000
C -21.91533 0.14824 11.23754  0.000
C -22.28310 0.01939 12.56844  0.000
C -23.40144 -0.78237 12.91657  0.000
C -24.07820 -1.49344 11.95433  0.000
C -23.62711 -1.45002 10.66719  0.000
Cl -24.54825 -2.42489 9.47902  0.000
C -22.51772 -0.62585 10.19748  0.000
S -21.54835 -0.92800 8.79203  0.000
H -21.70243 0.51587 13.37500  0.000
H -23.73738 -0.87626 13.94743  0.000
H -24.88259 -2.18440 12.19960  0.000
C -20.65166 -1.21782 3.47119  0.103
C -21.06729 -0.09821 4.17160  -0.054
C -20.19385 0.94031 4.52997  0.080
C -18.84697 0.80306 4.21976  -0.075
C -18.38914 -0.37833 3.62937  0.043
C -19.26990 -1.40458 3.29641  -0.107
C -17.83815 1.74371 4.55613  0.401
C -18.15422 2.82112 5.43498  -0.190
C -17.11390 3.59079 5.93274  0.383
C -15.75949 3.32981 5.54089  -0.090
C -14.69938 4.08352 6.05595  0.062
C -13.44300 3.92276 5.57879  -0.015
C -13.17567 2.91972 4.60091  0.071
C -14.22203 2.12603 4.15200  0.008
C -15.53199 2.25247 4.61445  0.009
N -16.53807 1.44302 4.19883  0.175
H -21.39053 -1.88157 3.10558  0.009
H -22.10166 0.10284 4.35316  -0.002
H -20.43529 1.75339 5.20979  0.014
H -18.87906 -2.26088 2.72623  0.007
H -19.19687 3.05042 5.75276  -0.018
H -17.34564 4.38094 6.67675  0.036
H -14.93458 4.89340 6.73876  -0.002
H -12.65385 4.53766 5.99522  0.006
H -12.20646 2.58876 4.33548  0.015
H -14.06862 1.28787 3.47319  -0.012
F -14.18286 -0.69900 3.55851  0.008
B -13.09250 -1.20943 4.66213  0.005
F -12.02974 -0.57628 4.08306  0.001
F -13.50172 -0.67903 5.88028  0.000
F -13.31648 -2.57162 4.61986  0.000
C -16.96055 -0.89964 7.62365  0.004
C -16.29130 -1.89804 6.71371  0.001
C -16.83745 -3.36999 6.72139  -0.003
O -16.43404 -1.35301 5.32999  0.004
H -18.04665 -0.63077 7.41690  -0.002
H -16.43909 0.03419 7.56338  -0.001
H -16.93508 -1.21538 8.63816  0.000
H -15.22458 -1.83809 6.88302  -0.002
H -17.92363 -3.43800 6.59101  0.000
H -16.55884 -3.91284 7.62429  -0.001
H -16.32313 -3.80391 5.82173  0.001

total charge = -2
multiplicity = 3
HOMO level (alpha / beta) = 0.216 / -1.365 eV



3.
Molecular formula: C28H30HfN8O3S2
Method: DFT, wB97M-V/def2-TZVPD

Last column: Löwdin charge in e.
Atoms and positions in Å:
Hf 0.61540 -0.22598 1.16584  1.581
N 2.57138 3.49562 -0.04206  0.118
C 2.21494 2.44774 0.70177  -0.821
S 2.94442 0.89422 0.33700  0.662
N 1.38930 2.71988 1.70403  0.018
N 0.94596 1.59837 2.34319  -0.179
C 0.42394 1.68662 3.50382  -0.030
C -0.09053 0.44384 4.11588  -0.241
C -0.60589 0.41568 5.39388  0.021
C -1.01699 -0.80169 5.91895  -0.003
C -0.90263 -1.94658 5.14858  -0.011
C -0.39662 -1.83331 3.86694  -0.089
N 0.00268 -0.66600 3.35891  -0.029
H 3.29551 3.39876 -0.73153  0.102
H 2.27530 4.41673 0.23920  0.119
H 0.38079 2.63838 4.02391  0.148
H -0.67543 1.32990 5.96867  0.132
H -1.42292 -0.85306 6.92091  0.130
H -1.20876 -2.91276 5.52335  0.125
H -0.31862 -2.69834 3.21854  0.126
N 2.54079 -1.34017 2.33034  -0.005
C 2.86981 -2.61473 1.71170  -0.227
C 3.93331 -3.38337 2.08708  0.019
C 4.20005 -4.61076 1.44063  -0.027
C 3.39409 -5.04518 0.42865  0.005
C 2.27820 -4.27213 0.03064  -0.130
C 1.38688 -4.67534 -0.99115  0.050
C 0.29903 -3.91007 -1.30256  -0.003
C 0.09763 -2.72235 -0.59832  -0.088
N 0.92620 -2.28658 0.34853  -0.008
C 2.02113 -3.05731 0.68126  -0.155
H 2.57914 -1.42729 3.34101  0.114
H 3.24651 -0.64882 2.06935  0.010
H 4.58527 -3.04350 2.88459  0.132
H 5.04997 -5.20110 1.75407  0.124
H 3.58974 -5.98395 -0.07442  0.131
H 1.57413 -5.60544 -1.51559  0.139
H -0.40425 -4.19719 -2.07135  0.129
H -0.77192 -2.11107 -0.80173  0.118
C -2.90941 5.05703 0.06088  -0.057
C -3.73605 4.01653 -0.66915  -0.220
N -2.89511 3.10340 -1.48370  -0.087
C -2.69319 3.50649 -2.89610  -0.169
C -3.75825 2.89841 -3.79035  -0.050
C -2.32163 2.02382 -1.01034  -0.475
S -2.83855 1.58773 0.64034  1.159
N -1.60904 1.25421 -1.81770  0.176
C -0.49183 0.60795 -1.68550  -0.376
O 0.28676 0.68415 -0.66553  -0.236
C -0.02695 -0.23392 -2.81548  -0.154
C 1.27946 -0.71947 -2.82078  -0.036
C 1.72647 -1.49535 -3.87928  -0.056
C 0.86708 -1.79434 -4.92995  -0.052
C -0.43574 -1.30674 -4.92957  -0.051
C -0.87911 -0.51907 -3.88039  -0.010
H -3.56781 5.75221 0.58137  0.093
H -2.30148 5.62878 -0.64163  0.085
H -2.24981 4.59115 0.79380  0.068
H -4.42329 4.48241 -1.37294  0.130
H -4.36118 3.44034 0.01151  0.090
H -1.69458 3.21489 -3.20398  0.120
H -2.74026 4.59488 -2.90119  0.128
H -3.69494 1.80975 -3.77934  0.070
H -3.61923 3.24297 -4.81516  0.091
H -4.75939 3.19154 -3.46931  0.083
H 1.95226 -0.45479 -2.01553  0.075
H 2.74785 -1.85484 -3.89306  0.114
H 1.21709 -2.39577 -5.75980  0.116
H -1.09967 -1.53168 -5.75421  0.115
H -1.88774 -0.12638 -3.87572  0.109
O -1.37370 -0.54229 0.95575  -0.363
O -1.52598 0.87433 1.27948  -0.636

total charge = +2
multiplicity = 1
energy relative to the best compared isomer or geometry (same formula, charge and spin) = 0.3826 eV
HOMO level = -13.480 eV



4.
Molecular formula: C28H30NO2
Method: DFT, wB97M-V/def2-TZVPD

Last column: natural (NBO) charge in e.
Atoms and positions in Å:
C 1.10404 6.28302 1.62235  -0.067
C 0.20269 5.71376 0.51819  -0.463
C -0.23920 4.39693 1.08106  -0.114
C 0.45701 4.19482 2.29789  0.416
O 1.25505 5.23341 2.65901  -0.437
C 0.18963 3.07470 3.10470  -0.279
C -0.79210 2.20057 2.70594  -0.100
C -1.49452 2.34707 1.46618  -0.195
C -2.41796 1.37822 0.97720  0.073
C -2.34027 -0.02122 1.21137  -0.089
C -3.33874 -0.86903 0.64457  -0.114
C -3.32635 -2.21895 0.92516  -0.092
C -2.31914 -2.78044 1.75358  0.421
O -2.54505 -4.08229 2.08338  -0.435
C -3.82259 -4.47305 1.44529  -0.067
C -4.28588 -3.30657 0.57369  -0.466
C -1.25081 -1.99326 2.22294  -0.282
C -1.23700 -0.65953 1.87607  -0.119
C -1.19237 3.49024 0.66082  -0.046
H 2.10652 6.55243 1.25868  0.212
H 0.65069 7.16376 2.10221  0.207
H -0.65508 6.36731 0.33255  0.242
H 0.76525 5.60581 -0.41828  0.240
H 0.78455 2.91459 4.00051  0.251
H -0.98104 1.31496 3.30700  0.233
H -2.96531 1.65490 0.06824  0.220
H -4.06588 -0.47745 -0.06831  0.230
H -3.64177 -5.38801 0.87346  0.213
H -4.53628 -4.68736 2.24948  0.206
H -5.31182 -3.00447 0.79805  0.243
H -4.22571 -3.57208 -0.49062  0.240
H -0.45415 -2.45984 2.79727  0.254
H -0.32241 -0.08725 2.04616  0.235
H -1.62358 3.59014 -0.33658  0.221
C -10.18586 -1.58139 3.61053  -0.223
C -10.80406 -0.33884 3.42557  -0.204
C -10.03990 0.83338 3.48007  -0.168
C -8.65659 0.77638 3.70250  -0.028
C -7.80101 2.02502 3.71181  -0.431
C -7.17207 2.36556 2.36966  -0.031
C -6.59308 3.80392 2.31013  -0.410
C -5.58255 3.75156 1.15103  -0.404
C -5.55923 2.26333 0.73052  -0.221
N -6.04514 1.54671 1.90733  -0.644
C -8.05233 -0.47010 3.88467  -0.234
C -8.80486 -1.64731 3.82488  -0.208
H -10.77443 -2.49447 3.55973  0.219
H -11.88117 -0.27987 3.25632  0.219
H -10.51870 1.80596 3.34945  0.206
H -8.43637 2.86920 3.98580  0.222
H -7.01224 1.94191 4.46640  0.219
H -7.98709 2.29317 1.60309  0.162
H -7.38149 4.55188 2.18523  0.221
H -6.06292 4.00577 3.24947  0.207
H -5.87015 4.38778 0.30846  0.216
H -4.58390 4.05963 1.49761  0.199
H -6.22743 2.09534 -0.13898  0.170
H -4.55456 1.93908 0.46385  0.170
H -6.33546 0.59975 1.66745  0.367
H -6.97874 -0.50251 4.07161  0.209
H -8.31001 -2.60965 3.96253  0.211

total charge = +1
multiplicity = 1
energy relative to the best compared isomer or geometry (same formula, charge and spin) = 0.4774 eV
HOMO level = -10.844 eV



no.,DFT total energy (hartree)
1,-1783.1845
2,-3958.0289
3,-2592.7797
4,-1289.9218